1.
{
  "formula": "C22H39F6O4PdSSi",
  "method": "wB97M-V/def2-TZVPD",
  "e_above_lowest_kcal_mol": 0.00,
  "total_charge": -1,
  "gap_ev": 7.7,
  "max_force_ev_per_a": 0.610,
  "homo_ev": -5.04,
  "elements": ["Pd", "C", "C", "C", "C", "O", "Si", "S", "O", "C", "C", "C", "C", "O", "C", "C", "C", "C", "H", "H", "H", "H", "H", "H", "H", "H", "H", "H", "H", "H", "H", "H", "H", "H", "H", "H", "H", "H", "H", "H", "H", "H", "H", "H", "H", "C", "C", "O", "C", "F", "F", "F", "C", "F", "F", "F", "H", "H", "H", "C", "C", "C", "C", "C", "C", "H", "H", "H", "H", "H", "H", "H", "H", "H"],
  "positions_angstrom": [[-0.78, -1.31, -1.44], [-2.85, -0.37, 2.39], [-1.82, 0.72, 2.14], [-1.19, 1.18, 3.45], [-2.45, 1.90, 1.40], [-0.84, 0.13, 1.30], [0.70, 0.52, 0.92], [1.23, -0.39, -0.90], [0.76, 2.16, 0.88], [1.88, 3.05, 0.91], [1.42, 4.32, 0.20], [2.22, 3.35, 2.37], [3.08, 2.45, 0.19], [1.73, 0.16, 2.16], [2.27, -1.06, 2.67], [2.85, -0.70, 4.04], [3.38, -1.56, 1.75], [1.18, -2.11, 2.82], [-3.73, 0.04, 2.89], [-2.42, -1.16, 3.00], [-3.15, -0.80, 1.44], [-1.95, 1.63, 4.10], [-0.41, 1.92, 3.27], [-0.74, 0.34, 3.98], [-3.22, 2.37, 2.02], [-2.90, 1.55, 0.47], [-1.69, 2.64, 1.16], [0.55, 4.74, 0.70], [1.14, 4.08, -0.83], [2.21, 5.07, 0.19], [1.36, 3.82, 2.87], [3.07, 4.02, 2.44], [2.45, 2.42, 2.89], [2.80, 2.12, -0.80], [3.48, 1.60, 0.75], [3.87, 3.20, 0.10], [3.63, 0.06, 3.93], [3.28, -1.57, 4.52], [2.06, -0.29, 4.68], [4.17, -0.81, 1.66], [2.98, -1.78, 0.77], [3.82, -2.48, 2.17], [0.40, -1.75, 3.50], [1.59, -3.03, 3.22], [0.71, -2.33, 1.86], [-0.51, -5.14, 0.67], [-0.73, -4.18, -0.50], [-0.52, -2.90, -0.12], [-2.21, -4.29, -0.99], [-3.07, -4.29, 0.04], [-2.54, -3.23, -1.76], [-2.49, -5.39, -1.73], [0.22, -4.61, -1.65], [1.50, -4.42, -1.29], [0.10, -5.92, -1.99], [0.02, -3.91, -2.78], [-1.14, -4.82, 1.50], [0.53, -5.05, 0.98], [-0.73, -6.18, 0.42], [-0.48, 2.66, -5.04], [-1.60, 1.63, -4.83], [-2.93, 2.37, -4.62], [-1.70, 0.73, -6.07], [-1.30, 0.80, -3.65], [-1.00, 0.14, -2.68], [-0.68, 3.27, -5.93], [0.48, 2.15, -5.17], [-0.40, 3.32, -4.18], [-3.23, 2.88, -5.54], [-2.84, 3.11, -3.83], [-3.71, 1.66, -4.34], [-1.93, 1.34, -6.96], [-2.49, -0.01, -5.94], [-0.77, 0.20, -6.24]],
  "mulliken_charge": [-0.52, -1.71, 1.75, -1.22, -1.48, 0.53, -0.09, -0.68, 0.05, 1.80, -1.77, -1.45, -1.45, 0.51, 1.89, -1.90, -1.67, -1.26, 0.44, 0.33, 0.25, 0.51, 0.05, 0.21, 0.47, 0.31, 0.09, 0.34, 0.37, 0.41, 0.29, 0.48, 0.04, 0.30, 0.09, 0.53, 0.37, 0.40, 0.34, 0.31, 0.24, 0.50, 0.17, 0.61, -0.12, -2.06, 0.96, -0.22, 0.64, -0.30, -0.25, -0.30, 0.59, -0.27, -0.30, -0.23, 0.39, 0.42, 0.41, -1.55, 2.32, -1.58, -1.65, -0.03, -1.00, 0.37, 0.38, 0.32, 0.37, 0.39, 0.37, 0.39, 0.38, 0.38]
}

=====

2.
{
  "formula": "C22H39IrN2O4S",
  "method": "wB97M-V/def2-TZVPD",
  "e_above_lowest_kcal_mol": 27.72,
  "total_charge": 3,
  "gap_ev": [6.9, 8.1],
  "spin_multiplicity": 2,
  "max_force_ev_per_a": 1.915,
  "homo_ev": [-16.64, -18.15],
  "s2": 0.776,
  "elements": ["Ir", "C", "N", "C", "C", "O", "C", "O", "C", "C", "O", "N", "C", "C", "H", "H", "H", "H", "H", "H", "H", "H", "H", "H", "H", "H", "H", "H", "H", "H", "C", "C", "C", "C", "C", "C", "C", "C", "C", "C", "H", "H", "H", "H", "H", "H", "H", "H", "H", "H", "H", "H", "H", "H", "H", "O", "S", "C", "C", "C", "C", "H", "H", "H", "H", "H", "H", "H", "H"],
  "positions_angstrom": [[0.27, -0.39, -0.50], [0.53, 4.27, 0.40], [-0.77, 3.56, 0.44], [-1.92, 4.41, 0.79], [-0.85, 2.30, 0.14], [0.17, 1.63, -0.19], [-2.19, 1.59, 0.14], [-1.95, 0.18, 0.01], [-2.83, -0.45, -0.92], [-2.11, -0.41, -2.26], [-0.83, -0.50, -2.25], [-2.78, -0.34, -3.37], [-4.26, -0.38, -3.40], [-2.11, -0.25, -4.68], [0.37, 5.25, -0.03], [0.91, 4.38, 1.42], [1.24, 3.71, -0.20], [-2.22, 5.00, -0.08], [-2.77, 3.83, 1.14], [-1.62, 5.09, 1.59], [-2.76, 1.78, 1.05], [-2.77, 1.96, -0.71], [-2.97, -1.48, -0.60], [-3.79, 0.05, -0.94], [-4.65, -1.12, -2.71], [-4.67, 0.60, -3.19], [-4.56, -0.67, -4.41], [-1.09, 0.07, -4.55], [-2.15, -1.21, -5.19], [-2.65, 0.49, -5.28], [2.40, -0.85, -1.01], [1.50, -1.47, -1.94], [0.75, -2.45, -1.21], [1.29, -2.53, 0.11], [2.37, -1.61, 0.22], [3.35, -1.51, 1.32], [0.89, -3.52, 1.14], [-0.25, -3.41, -1.79], [1.50, -1.22, -3.40], [3.46, 0.16, -1.30], [4.13, -2.26, 1.16], [2.89, -1.73, 2.28], [3.83, -0.54, 1.35], [1.47, -4.43, 0.98], [-0.16, -3.78, 1.08], [1.11, -3.16, 2.15], [0.28, -4.28, -2.17], [-0.79, -2.97, -2.62], [-0.96, -3.76, -1.04], [2.28, -1.85, -3.84], [1.74, -0.18, -3.64], [0.56, -1.49, -3.86], [4.42, -0.36, -1.36], [3.54, 0.90, -0.51], [3.30, 0.67, -2.24], [0.66, -0.50, 1.61], [0.35, 0.64, 2.66], [1.90, 1.04, 3.49], [1.53, 1.07, 4.97], [0.74, -0.23, 5.19], [-0.33, -0.26, 4.09], [2.29, 1.98, 3.08], [2.59, 0.23, 3.26], [0.91, 1.94, 5.19], [2.41, 1.13, 5.59], [0.28, -0.27, 6.17], [1.40, -1.09, 5.09], [-1.23, 0.28, 4.37], [-0.60, -1.25, 3.73]],
  "lowdin_spin": [0.38, 0.00, 0.00, 0.00, 0.00, 0.01, 0.00, 0.02, 0.00, 0.00, -0.01, 0.00, 0.00, 0.00, 0.00, 0.00, 0.00, 0.00, 0.00, 0.00, 0.00, 0.00, 0.00, 0.00, 0.00, 0.00, 0.00, 0.00, 0.00, 0.00, 0.00, 0.04, 0.04, 0.07, 0.24, 0.04, 0.01, 0.01, 0.01, -0.01, 0.02, 0.00, 0.00, 0.00, 0.00, 0.00, 0.00, 0.00, 0.00, 0.00, 0.00, 0.00, 0.00, 0.00, 0.00, 0.08, 0.01, 0.00, 0.00, 0.00, 0.01, 0.00, 0.00, 0.00, 0.00, 0.00, 0.00, 0.00, 0.00]
}

=====

3.
{
  "formula": "C22H39N3O4PdSSiTe",
  "method": "wB97M-V/def2-TZVPD",
  "e_above_lowest_kcal_mol": 12.00,
  "total_charge": -2,
  "gap_ev": 3.4,
  "max_force_ev_per_a": 4.695,
  "homo_ev": 0.49,
  "elements": ["Pd", "O", "C", "N", "N", "C", "N", "C", "C", "C", "C", "C", "C", "H", "H", "H", "H", "H", "H", "C", "C", "C", "C", "O", "Si", "S", "O", "C", "C", "C", "C", "O", "C", "C", "C", "C", "H", "H", "H", "H", "H", "H", "H", "H", "H", "H", "H", "H", "H", "H", "H", "H", "H", "H", "H", "H", "H", "H", "H", "H", "H", "H", "H", "C", "Te", "C", "H", "H", "H", "H", "H", "H"],
  "positions_angstrom": [[10.87, 12.66, 8.69], [14.14, 12.90, 7.02], [13.06, 13.30, 7.23], [11.91, 13.67, 7.26], [11.61, 16.51, 8.67], [11.87, 15.80, 9.73], [13.14, 15.79, 10.12], [13.78, 16.43, 9.08], [15.11, 16.48, 8.74], [15.48, 16.89, 7.47], [14.53, 17.44, 6.61], [13.17, 17.41, 6.87], [12.83, 17.00, 8.15], [10.72, 16.72, 8.25], [11.13, 15.29, 10.27], [15.82, 16.25, 9.55], [16.48, 16.74, 7.06], [14.88, 17.85, 5.65], [12.44, 17.72, 6.08], [8.10, 8.09, 8.77], [9.14, 7.75, 9.84], [8.84, 8.38, 11.19], [9.08, 6.26, 10.11], [10.46, 8.08, 9.47], [11.01, 9.44, 8.79], [9.98, 11.03, 9.84], [10.52, 9.64, 7.23], [11.04, 9.06, 6.03], [11.86, 7.77, 6.29], [9.77, 8.76, 5.25], [11.98, 10.14, 5.44], [12.64, 9.53, 8.79], [13.77, 9.13, 9.52], [13.39, 7.82, 10.29], [14.86, 8.87, 8.47], [14.04, 10.13, 10.61], [7.10, 7.82, 9.17], [8.30, 7.54, 7.80], [8.15, 9.17, 8.53], [7.99, 7.87, 11.65], [8.72, 9.47, 11.15], [9.76, 8.27, 11.85], [8.04, 6.01, 10.39], [9.76, 6.03, 10.96], [9.42, 5.65, 9.28], [11.25, 7.11, 6.91], [12.74, 8.09, 6.85], [12.05, 7.37, 5.29], [9.17, 8.05, 5.88], [9.96, 8.36, 4.24], [9.22, 9.75, 5.24], [12.54, 10.49, 6.29], [11.44, 10.93, 5.00], [12.67, 9.76, 4.71], [13.25, 6.95, 9.63], [12.45, 7.91, 10.82], [14.13, 7.51, 11.03], [14.48, 8.10, 7.77], [15.79, 8.51, 8.92], [15.02, 9.80, 7.93], [13.11, 10.28, 11.18], [14.14, 11.14, 10.15], [14.96, 9.93, 11.15], [5.64, 14.93, 6.75], [7.03, 13.48, 7.61], [8.63, 14.63, 6.80], [5.60, 15.74, 7.47], [4.65, 14.57, 6.53], [6.05, 15.30, 5.81], [8.36, 14.87, 5.76], [9.62, 14.18, 6.93], [8.58, 15.54, 7.36]],
  "mulliken_charge": [-0.56, -0.72, 0.88, -0.99, 0.06, -0.53, -0.74, 0.65, -0.50, -0.36, -0.39, -0.77, 0.42, 0.18, 0.63, 0.35, 0.33, 0.28, 0.29, -1.18, 1.59, -1.43, -1.81, -0.22, -0.48, -0.58, 0.49, 1.55, -1.10, -1.49, -1.35, 0.32, 1.61, -1.62, -1.56, -1.47, 0.53, 0.07, 0.18, 0.49, 0.23, 0.22, 0.41, 0.35, 0.39, 0.12, -0.06, 0.59, 0.19, 0.35, 0.30, 0.11, 0.39, 0.35, 0.33, 0.29, 0.44, 0.30, 0.42, 0.28, 0.30, 0.25, 0.43, -1.05, 0.19, -0.69, 0.28, 0.33, 0.23, 0.33, 0.10, 0.25]
}